# 1
# CH7N6O

2 unconnected molecules or ions with the total composition CH7N6O (wB97M-V/def2-TZVPD, OMol25).

Values from the calculation:
Gap between HOMO and LUMO = 9.725 eV
LUMO = -0.1446 Ha
HOMO = -13.7 eV

```
! RIJCOSX wB97M-V def2-TZVPD def2/J DEFGRID3
* xyz 1 1
C 0.474 0.382 -0.868
N -3.407 1.520 -0.632
N -2.740 0.613 -0.469
N 0.709 -0.573 -0.053
N -2.019 -0.307 -0.685
N 0.526 0.141 -2.121
N 0.574 -0.264 1.338
O -1.846 -1.193 0.443
H 0.140 1.395 -0.586
H 0.260 0.983 -2.670
H 1.118 -0.564 -2.680
H 1.143 -0.678 1.991
H -0.520 -0.578 1.462
H 0.665 0.840 1.463
H -1.623 -2.059 0.016
*
```

These are the Löwdin partial charges, in e, on atoms 1 to 4: number 1, C, carries -0.37; number 2, N, carries 0.27; number 3, N, carries -0.18; number 4, N, carries -0.02



# 2
# C20H37Br8F6N4O6S2

8 unconnected molecules or ions with the total composition C20H37Br8F6N4O6S2 (wB97M-V/def2-TZVPD, OMol25).

Values from the calculation:
Gap between HOMO and LUMO = 9.153 eV
LUMO = 0.0731 Ha
HOMO = -7.2 eV

```
! RIJCOSX wB97M-V def2-TZVPD def2/J DEFGRID3
* xyz -1 1
C 1.914 -0.363 0.399
F 1.273 -1.182 1.230
F 2.746 0.393 1.134
F 2.638 -1.072 -0.461
S 0.740 0.731 -0.483
O 0.223 1.591 0.508
O 1.505 1.285 -1.546
N -0.238 -0.394 -1.107
S -1.743 -0.059 -0.703
O -2.099 -0.324 0.670
O -2.226 1.201 -1.226
C -2.655 -1.333 -1.645
F -2.271 -2.576 -1.315
F -3.947 -1.196 -1.374
F -2.507 -1.161 -2.955
C 1.519 -3.311 -0.977
O 2.378 -3.221 -1.828
N 1.583 -4.144 0.100
C 0.545 -4.226 1.091
C 2.759 -4.930 0.344
H 0.597 -2.703 -0.995
H 0.234 -5.275 1.197
H -0.323 -3.640 0.803
H 0.902 -3.934 2.082
H 3.383 -4.960 -0.545
H 3.402 -4.545 1.148
H 2.466 -5.945 0.633
C 6.490 -2.483 2.958
O 6.416 -3.549 3.542
N 5.524 -1.939 2.201
C 5.627 -0.622 1.650
C 4.237 -2.553 2.050
H 7.411 -1.880 2.978
H 6.636 -0.231 1.787
H 4.922 0.066 2.107
H 5.465 -0.687 0.571
H 4.061 -2.859 1.016
H 4.086 -3.385 2.731
H 3.474 -1.809 2.303
C 0.813 6.579 -1.888
C 1.654 5.414 -2.362
C 1.343 4.933 -3.774
C 1.751 5.911 -4.792
N 2.075 6.672 -5.588
H 0.824 7.393 -2.628
H 1.176 7.021 -0.962
H -0.233 6.310 -1.743
H 1.511 4.578 -1.681
H 2.723 5.626 -2.254
H 0.284 4.703 -3.888
H 1.934 4.036 -3.972
Br -4.155 6.756 -1.951
C -3.982 4.975 -1.185
C -2.587 4.651 -0.871
Br -1.865 5.903 0.422
H -4.427 4.303 -1.912
H -4.604 4.966 -0.298
H -1.928 4.561 -1.733
H -2.481 3.674 -0.397
Br -5.542 1.696 -1.655
C -6.228 1.507 -3.450
C -5.710 0.263 -4.102
Br -6.808 -1.272 -3.660
H -5.883 2.381 -3.998
H -7.309 1.511 -3.399
H -4.710 -0.019 -3.788
H -5.646 0.358 -5.186
Br -2.454 -4.409 3.082
C -3.388 -3.959 1.420
C -4.749 -3.464 1.782
Br -5.826 -3.396 0.155
H -3.455 -4.855 0.820
H -2.791 -3.162 1.000
H -4.711 -2.464 2.199
H -5.303 -4.123 2.435
Br -0.294 -2.078 4.468
C 1.521 -1.754 5.086
C 1.869 -0.318 4.855
Br 3.575 0.050 5.705
H 2.131 -2.399 4.461
H 1.625 -2.069 6.117
H 1.117 0.359 5.244
H 1.994 -0.125 3.795
*
```

These are the Löwdin partial charges, in e, on atoms 1 to 4: number 1, C, carries -0.68; number 2, F, carries 0.12; number 3, F, carries 0.11; number 4, F, carries 0.13



- HOMO of number 1 (CH7N6O)?
  -13.7 eV